1.
17
Properties=species:S:1:pos:R:3:forces:R:3:mulliken_charge:R:1 method="wB97M-V/def2-TZVPD" total_charge=0 total_energy_ha=-309.79227 smiles="C=C(O)[C@H]1C[C@@H]1C"
O -0.357634 2.314564 -0.590894 -0.019 0.072 0.042 -0.469
C -0.920093 -0.404959 0.571955 -0.199 -0.100 0.213 -0.625
C 0.357160 0.053151 -0.097518 0.150 -0.010 0.224 0.014
C -0.638493 -0.812268 -0.832764 -0.112 -0.016 -0.033 0.175
C 1.333094 1.924862 1.067704 -0.011 0.083 -0.124 -1.122
C -0.234903 -2.272956 -0.936086 -0.002 -0.031 -0.051 -1.340
C 0.515159 1.520840 0.090869 0.182 -0.185 0.273 0.301
H -0.472484 3.131411 -0.085350 0.113 -0.081 -0.247 0.333
H -1.628343 0.406142 0.717856 0.084 -0.168 0.048 0.267
H -1.260851 -0.413784 -1.630039 0.132 0.044 0.151 0.414
H 0.420430 -2.524913 -0.092676 -0.087 0.027 -0.164 0.283
H 1.284526 -0.471981 0.110936 -0.210 0.022 0.262 0.340
H 0.294068 -2.533652 -1.855415 -0.073 0.118 -0.007 0.332
H 1.844545 1.161305 1.646020 0.088 0.241 -0.179 0.241
H -0.864761 -1.123354 1.381540 -0.094 -0.101 -0.149 0.236
H 1.450466 2.956370 1.377987 -0.071 -0.004 -0.129 0.281
H -1.121886 -2.910780 -0.844126 0.129 0.089 -0.130 0.341



2.
16
Properties=species:S:1:pos:R:3:forces:R:3:mulliken_charge:R:1 method="wB97M-V/def2-TZVPD" total_charge=0 total_energy_ha=-362.99597 smiles="C[C@@H]1CO1.[H]/N=C/O"
O 1.826636 1.262741 -1.090904 -0.124 0.001 0.116 -0.511
O -0.528828 0.646120 -0.048838 0.154 0.023 0.227 -0.580
N 2.224841 0.558528 1.050893 0.399 0.232 -0.232 -0.542
C -2.550201 -0.684448 -0.570375 -0.143 0.007 -0.044 -1.298
C 2.632134 0.998915 -0.069114 0.230 -0.034 0.232 0.074
C -1.062028 -0.613468 -0.445030 -0.304 -0.330 -0.127 0.527
C -0.420409 -0.482599 0.855139 -0.067 -0.020 0.071 -0.488
H -1.022135 -0.342283 1.752370 0.023 -0.171 -0.199 0.264
H -3.012232 -0.147365 0.263576 0.025 -0.078 -0.140 0.318
H -0.478198 -1.082703 -1.239545 -0.122 -0.006 0.122 0.350
H 0.579868 -0.876516 1.003344 -0.258 0.259 -0.013 0.233
H 3.673286 1.211310 -0.322485 -0.030 -0.029 0.007 0.349
H -2.873471 -1.730220 -0.538479 -0.015 0.144 -0.055 0.321
H 3.000633 0.416264 1.686421 0.140 0.079 -0.028 0.187
H -2.885010 -0.235559 -1.508997 -0.029 -0.075 0.076 0.297
H 0.895120 1.101280 -0.777983 0.122 -0.004 -0.014 0.498



3.
78
Properties=species:S:1:pos:R:3:forces:R:3:mulliken_charge:R:1 method="wB97M-V/def2-TZVPD" total_charge=-1 total_energy_ha=-1802.80551
O 5.934882 1.511148 2.298100 0.056 -0.035 0.011 -0.629
O -6.747934 1.085588 -3.069493 -0.103 0.296 0.312 -0.360
O -0.714070 -3.420643 -1.060491 0.230 0.163 0.382 -0.696
O 4.797071 5.090161 6.126222 0.004 0.001 0.001 -0.674
O -8.179889 2.751415 -2.778572 0.121 -0.505 -0.054 -0.590
O 4.640226 0.013356 -2.109195 0.017 -0.008 -0.104 -0.387
O -1.664263 -5.014549 -2.327889 -0.044 -0.353 -0.132 -0.792
N -4.782183 -3.484428 1.757190 -0.103 -0.141 0.079 -0.656
N -3.282629 -2.187053 -2.210858 -0.034 0.042 0.058 0.465
C -5.133307 -2.573132 -0.564943 0.067 -0.062 0.041 0.367
C 3.645712 -0.933850 -1.743825 -0.046 -0.001 0.032 -0.574
C 0.337090 -2.024354 -3.483483 0.076 0.204 -0.148 -0.992
C 3.902118 3.351840 1.773550 -0.050 0.021 -0.034 -0.416
C 6.062367 3.205305 5.485160 -0.022 -0.006 -0.020 0.150
C -3.891387 -3.110958 -1.262661 -0.031 0.047 0.074 -1.302
C 7.294519 1.273668 4.732922 0.053 -0.026 0.044 -0.499
C 6.739226 3.162348 6.698279 0.047 -0.036 0.042 -0.588
C -4.719982 -0.186762 -2.770890 0.084 -0.090 0.105 -0.808
C 7.684612 2.177495 6.927404 -0.009 0.008 -0.010 -0.454
C -5.592848 -3.529965 0.539775 0.008 0.178 -0.105 -0.857
C 2.626181 -1.074859 -2.856002 -0.050 -0.048 -0.080 -0.589
C 4.598706 3.330573 2.975876 -0.004 -0.016 0.033 0.130
C 2.597014 5.208921 2.568004 0.012 -0.008 0.009 -0.414
C 6.345960 2.261409 4.497412 -0.006 0.028 -0.009 0.103
C -1.408941 -3.842522 -2.003210 -0.173 0.259 -0.129 0.133
C 3.291744 5.195951 3.765597 -0.047 0.029 -0.045 -0.709
C 5.653129 2.296379 3.176389 -0.046 0.010 -0.043 0.483
C 7.959193 1.230438 5.946419 -0.011 0.006 -0.009 -0.495
C -7.940158 1.573875 -2.663794 -0.050 0.183 -0.143 0.598
C -2.083336 -2.741102 -2.881723 0.019 0.084 -0.090 0.295
C 5.030351 4.262188 5.270969 -0.009 0.012 0.004 0.582
C -1.120178 -1.595871 -3.238671 -0.145 -0.097 0.029 -0.808
C 4.294902 4.257220 3.975085 0.029 -0.011 0.006 0.479
C -6.202037 -0.090755 -2.425417 -0.051 -0.126 -0.150 -0.729
C 2.903061 4.288578 1.571229 0.009 0.002 0.007 -0.636
C -8.984208 0.588309 -2.177668 0.008 0.118 0.200 -0.784
C 1.319249 -1.689015 -2.348579 0.098 0.010 -0.048 -0.504
C 5.484196 0.395277 -1.045569 -0.005 -0.132 -0.062 -0.654
C -4.214593 -1.599353 -3.158559 0.003 0.030 -0.180 -0.975
H 1.534449 -2.587499 -1.768189 -0.122 0.048 0.062 0.325
H -8.580120 -0.267180 -1.642211 0.032 0.023 -0.046 0.286
H -5.964014 -2.430644 -1.264393 0.070 -0.029 0.002 -0.029
H 4.123621 -1.901721 -1.536727 -0.065 0.017 0.066 0.258
H -2.397216 -3.234500 -3.815525 0.040 -0.114 0.093 0.142
H -4.053143 -4.183574 1.737471 0.094 0.087 -0.078 0.329
H 2.357032 4.298845 0.637230 -0.005 -0.004 0.002 0.431
H 3.065293 5.904586 4.550315 0.030 -0.011 0.022 0.472
H 6.510659 3.904237 7.451036 -0.031 0.014 -0.020 0.467
H -4.332528 -2.582401 1.849749 0.042 -0.018 0.005 0.258
H 3.034486 -1.690717 -3.665327 0.049 0.052 0.045 0.259
H 4.147075 2.624315 1.011803 0.017 -0.020 0.024 0.530
H -5.076972 -2.262811 -3.350928 0.057 -0.001 0.036 0.520
H -6.733828 -0.977903 -2.783585 -0.016 0.080 -0.039 0.421
H -4.129148 -4.080552 -1.731470 -0.064 0.031 -0.016 0.317
H -9.678490 1.123673 -1.532534 0.007 -0.024 -0.077 0.313
H -4.109926 0.141037 -1.927194 -0.050 0.060 -0.058 0.292
H -3.700453 -1.516781 -4.118184 -0.016 0.015 0.057 0.536
H -3.144754 -3.304334 -0.489309 0.017 -0.116 -0.115 0.535
H -1.176871 -0.854965 -2.435832 0.101 -0.078 0.001 0.309
H 2.439859 -0.082269 -3.281730 -0.008 -0.040 0.038 0.297
H 0.374498 -3.097098 -3.693423 -0.006 0.033 -0.027 0.417
H -6.635060 -3.306907 0.795571 0.044 -0.025 0.020 0.363
H -9.535368 0.219611 -3.045327 0.066 0.009 -0.010 0.243
H 8.693436 0.457134 6.130833 0.004 0.003 0.002 0.398
H -1.497106 -1.106076 -4.146322 -0.012 0.054 0.084 0.347
H 3.143214 -0.609618 -0.820632 0.011 0.023 -0.058 0.447
H -5.567655 -4.548956 0.143508 -0.093 0.004 0.077 0.325
H 8.208723 2.143699 7.873685 0.000 -0.005 0.001 0.393
H 7.497521 0.548119 3.957183 -0.025 0.019 -0.027 0.484
H -6.363545 -0.005005 -1.349116 0.021 -0.016 -0.039 0.483
H 6.527261 0.306659 -1.362717 -0.030 0.073 0.021 0.343
H 0.695845 -1.519406 -4.390314 -0.029 -0.062 0.026 0.553
H -4.907577 -1.595019 -0.116344 -0.067 -0.018 -0.053 0.100
H 5.282790 1.435060 -0.769404 0.061 -0.031 0.089 0.153
H 0.844853 -0.981527 -1.661910 0.037 -0.100 0.042 0.303
H 1.810759 5.935289 2.409365 0.001 0.001 -0.005 0.389
H -4.530350 0.512877 -3.587417 -0.071 -0.049 -0.015 0.437
H 5.343179 -0.239949 -0.165772 0.009 0.086 -0.002 0.342



4.
16
Properties=species:S:1:pos:R:3:forces:R:3:mulliken_charge:R:1 method="wB97M-V/def2-TZVPD" total_charge=0 total_energy_ha=-271.63935 smiles="C=C(C)C.C=O"
O 3.479272 -1.373718 0.707087 -0.173 0.456 0.202 -0.407
C 3.097670 -0.333873 1.180938 0.111 -0.230 -0.087 -0.091
C -1.767546 -1.021250 -0.929846 -0.014 -0.249 -0.376 -1.148
C -0.879319 0.065916 -0.442314 0.089 -0.237 -0.578 0.864
C -0.896078 1.409932 -1.106498 -0.216 0.046 -0.082 -1.185
C -0.026476 -0.126679 0.571386 -1.127 -0.029 0.319 -1.157
H -0.345165 2.171145 -0.538387 -0.213 -0.258 0.009 0.366
H -1.424603 -1.431906 -1.874892 -0.209 -0.199 -0.310 0.288
H 3.190256 0.631813 0.647273 0.002 -0.144 -0.021 0.239
H -0.311057 1.245729 -2.023656 -0.200 0.212 0.022 0.275
H 0.243751 -1.149703 0.844668 -0.495 0.392 0.635 0.410
H -0.405757 0.673467 1.212898 2.177 0.395 0.901 0.287
H 2.639624 -0.276347 2.187894 0.038 -0.075 -0.111 0.250
H -2.776387 -0.606599 -1.053074 0.175 -0.120 -0.174 0.322
H -1.833201 -1.806856 -0.169362 0.095 0.062 -0.361 0.343
H -1.880454 1.779761 -1.396880 -0.038 -0.024 0.012 0.344